[1]
This record from the OMol25 dataset describes a cluster of 6 separate species, C29H46FN6O4P in total at a distorted geometry. The level of theory is ωB97M-V/def2-TZVPD.

```
87
Properties=species:S:1:pos:R:3:mulliken_charge:R:1
C 0.415 -0.158 6.204 -1.045
C -0.658 0.192 5.100 0.012
O -1.554 -0.936 4.988 -0.488
P -3.003 -0.727 5.805 0.881
O -3.365 -2.085 6.407 -0.832
C -2.904 0.471 7.233 -0.636
C -4.282 0.706 7.960 -1.114
C -5.194 1.803 7.305 0.160
O -5.994 1.349 6.217 -0.334
C -7.350 1.117 6.618 -0.847
C -4.448 3.095 6.827 -0.388
N -3.813 2.924 5.501 -0.432
F -3.490 3.518 7.762 -0.360
O -4.165 -0.330 4.675 -0.144
C -4.641 -1.506 3.985 -0.580
C -5.996 -1.999 4.645 -0.591
H -0.091 -0.843 6.937 0.290
H 0.849 0.731 6.719 0.292
H 1.234 -0.746 5.711 0.338
H -0.109 0.247 4.120 0.253
H -1.162 1.178 5.237 0.140
H -2.236 -0.031 7.987 0.495
H -2.372 1.426 6.981 0.501
H -4.846 -0.265 7.882 0.278
H -4.143 0.950 9.044 0.472
H -5.912 2.137 8.108 0.593
H -7.375 0.155 7.188 0.331
H -7.948 0.976 5.685 0.260
H -7.806 1.969 7.179 0.368
H -5.208 3.910 6.753 0.405
H -4.500 3.213 4.803 0.254
H -3.023 3.567 5.434 0.212
H -4.888 -1.204 2.939 0.385
H -3.903 -2.337 3.943 0.432
H -5.884 -2.987 5.154 0.248
H -6.251 -1.221 5.415 -0.092
H -6.838 -2.000 3.915 0.305
C -1.326 0.779 1.528 -0.182
C -0.275 0.243 0.743 -0.899
C 0.272 1.280 0.029 -0.856
N -0.414 2.421 0.350 0.018
C -1.386 2.125 1.267 -0.878
H -1.967 0.239 2.209 0.883
H 0.047 -0.787 0.705 0.533
H 1.086 1.304 -0.678 0.658
H -0.232 3.334 -0.028 0.230
H -2.035 2.895 1.653 0.447
C 0.429 1.352 -5.548 -0.235
C 1.524 1.964 -4.885 -0.805
C 1.294 1.862 -3.535 -0.215
N 0.099 1.216 -3.358 0.170
C -0.432 0.897 -4.579 -0.756
H 0.287 1.255 -6.613 0.406
H 2.383 2.427 -5.345 0.551
H 1.875 2.194 -2.690 0.354
H -0.323 1.007 -2.467 0.173
H -1.374 0.378 -4.653 0.386
C 5.956 0.245 -6.702 -0.435
C 6.053 -0.939 -5.928 -0.591
C 4.819 -1.166 -5.370 -0.598
N 3.984 -0.162 -5.775 0.165
C 4.666 0.700 -6.591 -0.426
H 6.740 0.711 -7.277 0.419
H 6.928 -1.558 -5.793 0.541
H 4.467 -1.951 -4.722 0.331
H 3.016 -0.069 -5.514 0.203
H 4.178 1.560 -7.019 0.392
C 0.175 -3.662 -2.167 -0.719
C 1.224 -4.199 -2.953 -0.581
C 1.768 -3.165 -3.671 -0.424
N 1.084 -2.023 -3.351 0.233
C 0.114 -2.316 -2.431 -0.194
H -0.464 -4.199 -1.484 0.409
H 1.545 -5.228 -2.989 0.397
H 2.579 -3.143 -4.381 0.325
H 1.265 -1.110 -3.732 0.192
H -0.534 -1.546 -2.046 0.355
C 8.227 -1.245 -11.036 -0.425
C 9.321 -0.631 -10.376 -0.524
C 9.093 -0.734 -9.026 -0.338
N 7.902 -1.384 -8.848 0.071
C 7.370 -1.703 -10.067 -0.512
H 8.085 -1.343 -12.101 0.396
H 10.178 -0.166 -10.836 0.393
H 9.673 -0.402 -8.181 0.373
H 7.482 -1.593 -7.960 0.211
H 6.430 -2.225 -10.140 0.360
```

The calculation puts the LUMO energy at 0.388 eV. As for the HOMO energy: -8.07 eV. The charge is 0. The maximum force comes out at 0.08050 Eh/bohr.

***

[2]
This record from the OMol25 dataset describes a structure of composition C29H46P2RuS at a distorted geometry. The level of theory is ωB97M-V/def2-TZVPD.

```
79
Properties=species:S:1:pos:R:3:mulliken_charge:R:1
Ru 1.179 -0.684 -0.903 -0.036
C -1.299 1.888 2.263 0.465
C -1.473 2.295 0.917 0.906
C -2.987 0.636 1.348 0.482
C -2.171 0.801 2.498 0.927
C -2.616 1.616 0.392 0.561
C -0.405 2.545 3.245 -0.942
H -0.102 3.532 2.893 0.396
H 0.532 1.987 3.445 -0.296
H -0.893 2.658 4.221 0.409
C -2.251 -0.008 3.746 -1.464
H -1.541 0.360 4.489 0.375
H -2.016 -1.068 3.597 -0.050
H -3.244 0.035 4.200 0.416
C -4.045 -0.371 1.112 -1.503
H -4.976 0.076 0.753 0.448
H -4.279 -0.949 2.016 0.432
H -3.731 -1.103 0.346 0.000
C -3.320 1.904 -0.872 -1.431
H -4.290 2.427 -0.694 0.309
H -3.574 0.987 -1.419 0.204
H -2.753 2.558 -1.541 0.423
C -0.673 3.294 0.168 -1.771
H -1.163 4.281 0.149 0.385
H -0.535 2.969 -0.865 0.152
H 0.329 3.429 0.598 0.271
C 2.543 -1.855 -1.697 0.118
C 3.169 -0.831 -0.877 -0.004
C 3.932 0.311 -1.533 -0.982
C 2.977 1.202 -2.379 -1.047
C 1.538 1.020 -2.016 -0.043
C 0.640 0.016 -2.575 1.279
C 1.187 -0.926 -3.603 -0.867
C 2.415 -1.765 -3.174 -1.267
H 4.743 -0.073 -2.187 0.467
H 3.167 1.047 -3.450 0.251
H 4.417 0.912 -0.738 0.311
H 3.345 -1.376 -3.610 0.227
H 2.767 -2.841 -1.303 0.636
H 3.583 -1.142 0.099 0.428
H 2.279 -2.796 -3.532 0.442
H 0.378 -1.611 -3.870 0.299
H -0.441 0.295 -2.674 -0.896
H 1.465 -0.362 -4.505 0.474
H 3.279 2.242 -2.161 0.484
H 1.058 2.003 -1.844 0.139
P 2.390 0.918 3.086 0.097
C 3.234 -0.656 3.537 -0.877
C 3.434 2.040 2.012 -1.001
P -2.768 0.473 -3.764 0.164
C 1.608 0.147 1.694 0.139
C -2.362 1.829 -4.898 -1.012
C -2.227 -0.968 -4.785 -0.908
H 2.464 -1.446 3.537 0.128
H 3.692 -0.572 4.528 0.422
H 3.976 -0.861 2.751 0.297
H 2.870 2.330 1.116 0.195
H 4.346 1.507 1.727 0.307
H 3.684 2.938 2.582 0.464
H -1.284 -0.728 -5.289 0.265
H -3.001 -1.296 -5.495 0.469
H -2.040 -1.771 -4.061 0.215
H 1.103 -0.840 1.728 -0.023
H 1.822 0.592 0.689 0.058
H -2.760 1.710 -5.923 0.386
H -1.261 1.903 -4.877 0.292
H -2.792 2.753 -4.452 0.325
S -0.705 -1.966 -0.584 -0.149
C -0.785 -2.799 0.933 0.775
C -2.041 -3.083 1.520 -0.730
C -2.098 -3.464 2.849 -0.741
C -0.920 -3.692 3.566 -0.371
C 0.322 -3.659 2.908 -0.325
C 0.380 -3.251 1.569 -0.547
H -2.934 -2.971 0.908 0.600
H -3.088 -3.580 3.333 0.323
H -0.953 -3.920 4.647 0.406
H 1.239 -3.929 3.430 0.503
H 1.309 -3.254 1.011 0.339
```

The calculation puts the LUMO energy (spin up / spin down) at -4.192 / -5.837 eV. Its expectation value of S² is 8.8157. The spin multiplicity is 6. As for the HOMO energy (spin up / spin down): -9.12 / -9.11 eV. The charge is +1. The maximum force comes out at 0.11956 Eh/bohr.

***

[3]
This record from the OMol25 dataset describes a structure of composition C29H46P2SYb at a distorted geometry. The level of theory is ωB97M-V/def2-TZVPD.

```
79
Properties=species:S:1:pos:R:3:mulliken_charge:R:1
Yb -0.104 0.299 0.225 -0.397
C -0.912 -1.856 1.053 0.514
C 0.384 -2.169 0.583 0.447
C 0.609 -0.595 2.243 0.657
C -0.787 -0.888 2.090 0.539
C 1.322 -1.387 1.298 0.561
C -2.197 -2.442 0.554 -1.555
H -2.121 -2.856 -0.460 0.299
H -3.035 -1.736 0.565 0.308
H -2.469 -3.273 1.221 0.354
C -1.900 -0.110 2.703 -1.297
H -2.878 -0.295 2.235 0.321
H -1.768 0.988 2.723 0.298
H -1.959 -0.426 3.754 0.383
C 1.175 0.520 3.051 -0.896
H 1.310 0.138 4.072 0.400
H 0.522 1.405 3.134 0.053
H 2.147 0.903 2.699 0.257
C 2.807 -1.400 1.112 -1.486
H 3.239 -2.069 1.871 0.366
H 3.278 -0.420 1.250 0.287
H 3.117 -1.785 0.132 0.300
C 0.718 -3.216 -0.440 -1.572
H 0.947 -4.162 0.079 0.336
H 1.599 -2.974 -1.052 0.303
H -0.111 -3.426 -1.128 0.323
C -1.786 1.511 -6.848 -0.230
C -1.856 0.185 -6.849 -0.612
C -1.045 -0.808 -7.636 -0.532
C 0.305 -0.302 -8.193 -0.962
C 1.231 0.195 -7.117 -0.202
C 1.295 1.399 -6.558 -0.509
C 0.491 2.631 -6.873 -0.467
C -0.849 2.407 -7.610 -0.981
H -1.634 -1.223 -8.473 0.358
H 0.136 0.433 -8.990 0.333
H -0.845 -1.664 -6.971 0.269
H -0.666 2.071 -8.638 0.361
H -2.518 2.074 -6.237 0.350
H -2.666 -0.293 -6.268 0.631
H -1.330 3.400 -7.689 0.398
H 0.279 3.133 -5.914 0.240
H 2.095 1.587 -5.820 0.476
H 1.090 3.354 -7.453 0.406
H 0.790 -1.173 -8.673 0.398
H 1.952 -0.576 -6.783 0.337
P -1.348 0.326 -2.144 0.856
C -2.896 1.202 -1.979 -1.189
C -1.516 -1.109 -3.191 -0.669
P 1.535 0.919 -1.823 0.823
C 0.015 1.434 -2.795 -0.496
C 2.469 -0.290 -2.745 -0.988
C 2.536 2.330 -1.373 -1.170
H -2.828 1.971 -1.167 0.324
H -3.674 0.448 -1.697 0.395
H -3.066 1.646 -2.982 0.374
H -1.644 -0.697 -4.215 -0.115
H -2.413 -1.673 -2.826 0.400
H -0.622 -1.777 -3.104 0.262
H 2.783 2.801 -2.346 0.423
H 3.440 1.937 -0.841 0.366
H 1.982 3.014 -0.679 0.292
H -0.230 2.473 -2.530 0.612
H 0.165 1.282 -3.872 -0.235
H 3.420 -0.464 -2.177 0.390
H 2.627 0.193 -3.733 0.319
H 1.913 -1.259 -2.818 0.207
S -0.310 2.788 0.985 -0.210
C -1.057 3.707 2.207 1.238
C -1.229 3.326 3.573 -0.335
C -1.792 4.246 4.450 -0.950
C -2.189 5.511 4.022 -0.548
C -2.029 5.869 2.677 -0.522
C -1.483 4.989 1.768 -0.806
H -0.911 2.347 3.929 0.289
H -1.906 3.951 5.476 0.398
H -2.616 6.217 4.724 0.378
H -2.322 6.846 2.319 0.359
H -1.330 5.233 0.716 0.361
```

The calculation puts the LUMO energy (spin up / spin down) at -2.467 / -2.452 eV. Its expectation value of S² is 0.7511. The spin multiplicity is 2. As for the HOMO energy (spin up / spin down): -9.99 / -9.99 eV. The relative energy (zero: lowest compared OMol25 entry of this formula, charge and spin) comes out at 0.00 kcal/mol. The charge is +1. The maximum force comes out at 0.05143 Eh/bohr.